Entry w
Molecular formula: C3H7N
Method: DFT, ωB97M-V/def2-TZVPD

Values from the calculation:
HOMO-LUMO gap = 11.35 eV
Multiplicity = 1
SMILES = C=C.C=N

```
11
Properties=species:S:1:pos:R:3:lowdin_charge:R:1
H 1.51 2.33 -4.10 0.042
H -0.40 3.46 -3.06 0.044
H -0.43 4.67 -4.41 0.042
H 0.46 -4.10 4.27 0.054
C 1.04 3.16 -4.61 -0.084
C 0.06 3.80 -3.99 -0.088
C -0.35 -4.35 4.95 -0.158
H 1.44 3.43 -5.57 0.044
N -1.03 -3.38 5.38 0.014
H -1.82 -3.61 5.97 0.032
H -0.47 -5.41 5.16 0.059
```


Entry x
Molecular formula: C3H7N
Method: DFT, ωB97M-V/def2-TZVPD

Values from the calculation:
HOMO-LUMO gap = 5.49 eV
Multiplicity = 1

```
11
Properties=species:S:1:pos:R:3:lowdin_charge:R:1
C 0.09 -0.40 1.26 -0.098
H -0.21 -0.38 -2.16 0.045
N -0.20 1.50 -0.21 0.087
H 0.00 -1.81 -1.04 0.036
H 0.14 -1.46 1.41 0.017
H -0.18 1.87 0.75 0.087
H -0.57 0.13 1.99 0.040
H 1.84 -0.41 0.02 0.360
H -1.06 1.61 -0.76 0.106
C 0.00 0.10 -0.08 -0.631
C 0.14 -0.75 -1.19 -0.049
```


What should be chosen as the least stable of them? Choose entry x.


Entry w
Molecular formula: C3H7ClOS
Method: DFT, ωB97M-V/def2-TZVPD

Values from the calculation:
HOMO-LUMO gap = 10.38 eV
Multiplicity = 1
SMILES = CCC(=O)Cl.S

```
13
Properties=species:S:1:pos:R:3:lowdin_charge:R:1
C 0.46 -0.77 -0.54 -0.265
H -0.94 1.78 -0.08 -0.236
Cl -2.07 -1.68 -0.20 0.659
H 0.47 -1.61 -1.16 0.089
O -0.83 -0.06 1.40 0.040
H 0.25 0.07 -1.12 0.089
H -2.80 2.27 0.52 -0.243
H 2.38 -1.55 0.26 0.143
S -1.93 2.66 -0.35 0.530
H 1.76 -0.13 1.18 0.050
C 1.72 -0.49 0.19 -0.101
C -0.73 -0.69 0.40 -0.841
H 2.26 0.21 -0.48 0.085
```


Entry x
Molecular formula: C3H7ClOS
Method: DFT, ωB97M-V/def2-TZVPD

Values from the calculation:
HOMO-LUMO gap = 9.48 eV
Multiplicity = 1
SMILES = OC[C@H](Cl)CS

```
13
Properties=species:S:1:pos:R:3:lowdin_charge:R:1
H -0.10 -1.07 1.61 0.088
C -0.20 1.42 0.33 -0.231
C 0.20 -1.02 0.56 -0.661
H 1.92 0.35 -0.19 -0.118
H 0.00 1.40 1.50 0.160
H -0.30 -1.92 0.03 0.074
S 1.84 -1.02 -0.12 0.738
Cl -2.21 -0.34 -0.13 0.595
H -0.19 -0.11 -1.37 0.127
H -1.11 2.17 0.23 0.136
O 1.14 1.95 -0.17 -0.138
C -0.45 0.08 -0.26 -0.816
H 1.35 2.83 -0.08 0.045
```


What should be chosen as the least stable of them? Choose entry x.


Entry w
Molecular formula: C2H8NS2
Method: DFT, ωB97M-V/def2-TZVPD

Values from the calculation:
HOMO-LUMO gap = 8.54 eV
Multiplicity = 1
SMILES = [NH3+]CCSS
Net charge = +1

```
13
Properties=species:S:1:pos:R:3:lowdin_charge:R:1
H 0.91 0.21 -3.92 -0.176
S 1.23 1.19 -3.06 0.379
H 0.95 1.03 0.00 0.085
H 0.52 -1.40 1.49 0.172
H -1.55 -0.77 0.30 0.138
C 0.25 0.30 -0.41 -0.598
N -0.11 -0.67 1.82 0.197
H -0.79 -1.09 2.46 0.177
C -0.79 -0.05 0.61 -0.227
H 0.41 0.04 2.34 0.177
S -0.47 0.99 -1.92 0.456
H 0.85 -0.58 -0.67 0.081
H -1.42 0.77 0.96 0.138
```


Entry x
Molecular formula: C2H8NS2
Method: DFT, ωB97M-V/def2-TZVPD

Values from the calculation:
HOMO-LUMO gap = 9.82 eV
Multiplicity = 1
Net charge = +1

```
13
Properties=species:S:1:pos:R:3:lowdin_charge:R:1
H 0.67 0.28 0.10 0.001
S 0.91 1.63 -1.49 0.311
C -1.02 -1.68 0.61 0.091
H -0.67 3.13 -3.01 -0.172
S -0.97 2.46 -1.88 0.299
C 0.10 -1.39 1.23 -0.162
H -1.42 -2.65 0.76 0.074
H -1.52 -0.98 -0.08 0.098
H 0.16 0.68 1.66 0.184
H 1.64 -0.05 1.44 0.172
H 0.60 -2.00 1.94 0.120
N 0.65 -0.05 1.13 0.122
H 0.86 0.63 -2.41 -0.139
```


Entry y
Molecular formula: C2H8NS2
Method: DFT, ωB97M-V/def2-TZVPD

Values from the calculation:
HOMO-LUMO gap = 8.14 eV
Multiplicity = 1
Net charge = +1

```
13
Properties=species:S:1:pos:R:3:lowdin_charge:R:1
C -1.18 1.02 0.41 -0.097
H -1.77 1.02 1.38 0.113
H 0.06 -0.73 0.98 0.070
S 3.26 -0.39 0.51 0.301
C -0.35 -0.20 0.21 -0.404
H 3.63 0.71 1.24 -0.156
N -0.70 -1.10 -0.86 0.139
H -1.19 -1.86 -0.30 0.211
S 1.75 0.52 -0.58 0.308
H 0.24 -1.30 -1.26 0.117
H -1.28 -0.65 -1.60 0.181
H -1.93 0.99 -0.46 0.104
H -0.54 1.99 0.34 0.114
```


What should be chosen as the least stable of them? Choose entry y.


Entry w
Molecular formula: C6H14NO
Method: DFT, ωB97M-V/def2-TZVPD

Values from the calculation:
HOMO-LUMO gap = 8.91 eV
Multiplicity = 1
Net charge = +1

```
22
Properties=species:S:1:pos:R:3:lowdin_charge:R:1
C -1.97 0.80 -0.88 -0.100
H 1.97 2.29 -0.29 0.166
C -1.77 0.13 0.43 -0.094
H 2.97 -1.31 -0.12 0.057
H 0.45 1.64 0.48 -0.001
H 3.59 -0.04 0.63 0.053
C 1.43 1.53 0.48 0.018
C 3.01 -0.30 -0.14 0.014
H -2.74 -1.61 -0.34 0.080
O 0.47 -1.86 -0.20 0.094
H 2.00 1.58 1.35 0.079
H -1.68 0.28 -1.78 0.089
C 0.54 -0.55 -0.04 -0.111
H -1.42 1.86 -1.01 0.144
C -2.44 -1.17 0.58 -0.070
N 1.65 0.12 0.09 -0.152
H -2.98 0.88 -0.98 0.057
H 3.48 0.21 -1.15 0.182
H -0.30 -2.22 -0.64 0.114
H -1.37 0.68 1.36 0.153
H -1.67 -2.00 0.98 0.154
H -3.22 -0.94 1.20 0.073
```


Entry x
Molecular formula: C6H14NO
Method: DFT, ωB97M-V/def2-TZVPD

Values from the calculation:
HOMO-LUMO gap = 6.08 eV
Multiplicity = 1
Net charge = +1

```
22
Properties=species:S:1:pos:R:3:lowdin_charge:R:1
H -0.44 -1.75 2.10 0.153
C 2.07 0.75 -0.87 -0.074
H -0.73 0.21 -3.78 0.045
H -1.57 0.95 -0.68 0.077
H -0.77 1.40 0.92 0.046
H -2.38 1.48 0.72 0.084
H 2.21 0.57 1.48 0.113
H -0.04 0.01 -2.42 -0.045
C -1.77 -0.67 0.83 -0.182
C -1.53 0.84 0.44 -0.093
H -0.51 -2.45 0.22 0.152
H 2.25 1.01 -2.02 0.143
C 1.30 -0.03 1.61 0.303
C -0.42 -1.52 0.92 -0.129
H 3.14 0.43 -0.49 0.146
C 0.76 -0.64 0.52 -0.340
N 1.10 -0.41 -0.79 0.204
H 1.08 -0.37 2.58 0.109
H -2.24 -0.74 1.84 0.110
O -0.78 0.38 -2.85 -0.027
H 1.71 1.65 -0.33 0.099
H -2.43 -1.09 0.06 0.105
```


What should be chosen as the least stable of them? Choose entry x.